The following is a quantum chemistry calculation of a single C4H4N2O4 molecule, from the OMol25 dataset.

The geometry in XYZ format:
```
14
Properties=species:S:1:pos:R:3:nbo_charge:R:1
O -0.2052 1.5203 0.6760 -0.561
C -1.2484 1.1083 0.2636 0.865
O -2.0351 1.8295 -0.5455 -0.662
N -1.8583 -0.0838 0.6404 -0.489
C -1.3139 -1.2218 0.5594 0.170
C -0.0062 -1.4920 -0.0261 -0.346
C 0.9417 -0.5944 -0.0304 0.297
N 2.0764 -0.0409 -0.0534 0.322
O 2.9748 -0.1332 0.7803 -0.483
O 2.2757 0.8568 -1.1103 -0.540
H -2.8782 1.3862 -0.7171 0.498
H -1.8954 -2.0706 0.9014 0.193
H 0.1329 -2.4711 -0.4791 0.241
H 3.0394 1.4068 -0.8592 0.497
```

Its spin multiplicity is 1. Its HOMO-LUMO gap is 0.306 hartree. Its largest force on an atom is 1.077 eV Å⁻¹. Its SMILES is O=C(O)/N=C\C=C=[N+]([O-])O. The HOMO energy is -8.93 eV. The total energy comes out at -565.11159 a.u. The net charge is 0. Its energy relative to the best compared isomer or geometry (same formula, charge and spin) is 43.9 kcal/mol.



The following is a quantum chemistry calculation of a single C4H4N2S molecule, from the OMol25 dataset.

The geometry in XYZ format:
```
11
Properties=species:S:1:pos:R:3:nbo_charge:R:1
C -1.4003 -0.8778 -1.1747 -0.387
C -0.5418 -0.2674 -0.3566 -0.249
C 0.9095 -0.3231 -0.5909 0.067
N 1.8772 0.1787 0.0752 -0.237
N 1.6537 0.9294 1.2422 -0.283
C 0.4801 1.1477 1.6804 -0.072
S -1.0778 0.6449 1.0566 0.325
H -2.4744 -0.8466 -1.0171 0.211
H -1.0313 -1.4348 -2.0294 0.211
H 1.2119 -0.8879 -1.4762 0.198
H 0.3932 1.7368 2.5906 0.214
```

Its spin multiplicity is 1. Its HOMO-LUMO gap is 0.316 hartree. Its largest force on an atom is 0.369 eV Å⁻¹. Its SMILES is C=C1C=NN=CS1. The HOMO energy is -8.72 eV. The total energy comes out at -662.43958 a.u. The net charge is 0. Its energy relative to the best compared isomer or geometry (same formula, charge and spin) is 54.0 kcal/mol.